1.
{
  "formula": "C6H9N",
  "method": "wB97M-V/def2-TZVPD",
  "elements": ["C", "C", "C", "C", "C", "C", "N", "H", "H", "H", "H", "H", "H", "H", "H", "H"],
  "coordinates": [[1.509, 1.139, 0.012], [2.267, -1.283, 0.311], [-0.851, 0.140, -0.058], [0.185, 1.332, -0.185], [-0.692, -0.478, 1.309], [-0.743, -0.804, -1.182], [2.012, -0.123, 0.288], [2.235, 1.928, -0.164], [-0.254, 2.353, -0.310], [-1.774, 0.728, -0.154], [-0.778, -1.565, 1.140], [0.283, -0.193, 1.603], [-1.400, 0.015, 2.074], [0.241, -1.382, -1.096], [-1.502, -1.638, -1.414], [-0.737, -0.168, -2.175]],
  "nbo_charge": [-0.0943, 0.3206, -0.2790, -0.1203, -0.6073, -0.6226, -0.5612, 0.2268, 0.2220, 0.2049, 0.2198, 0.2161, 0.2157, 0.2175, 0.2300, 0.2114],
  "molar_mass_g_mol": 95.1,
  "relative_energy_kcal_mol": 68.84,
  "homo_lumo_gap_ev": 10.47,
  "charge": 0,
  "homo_energy_ev": -9.86
}

2.
{
  "formula": "C6H9N",
  "method": "wB97M-V/def2-TZVPD",
  "elements": ["C", "C", "C", "C", "N", "C", "C", "H", "H", "H", "H", "H", "H", "H", "H", "H"],
  "coordinates": [[-2.068, -0.368, -0.721], [-0.564, -0.168, -0.479], [0.077, 1.018, -1.101], [1.128, 1.410, -0.121], [1.131, 0.585, 1.105], [1.461, -0.816, 0.889], [0.044, -0.376, 0.928], [-2.234, -0.736, -1.739], [-2.640, 0.559, -0.614], [-2.473, -1.108, -0.023], [2.121, 1.478, -0.590], [0.867, 2.446, 0.160], [1.939, -1.317, 1.729], [1.851, -1.114, -0.089], [-0.046, -0.910, -1.121], [-0.595, -0.581, 1.787]],
  "nbo_charge": [-0.5897, -0.4315, 0.1805, -0.4413, -0.3989, -0.2556, -0.1059, 0.2234, 0.2173, 0.2114, 0.2484, 0.2632, 0.2072, 0.1802, 0.2789, 0.2124],
  "molar_mass_g_mol": 95.1,
  "relative_energy_kcal_mol": 110.86,
  "homo_lumo_gap_ev": 8.62,
  "charge": 0,
  "homo_energy_ev": -8.49
}

3.
{
  "formula": "C6H9N",
  "method": "wB97M-V/def2-TZVPD",
  "elements": ["C", "C", "C", "C", "C", "C", "N", "H", "H", "H", "H", "H", "H", "H", "H", "H"],
  "coordinates": [[0.606, 1.496, -0.029], [-0.554, 0.635, 0.403], [-0.958, -0.494, -0.474], [-0.181, -0.990, -1.660], [-0.566, -0.757, 0.972], [0.679, -0.834, 1.664], [1.223, -0.055, 2.434], [1.480, 0.899, -0.350], [0.307, 2.118, -0.882], [0.986, 2.235, 0.693], [0.376, 0.884, 2.079], [-2.024, -0.722, -0.555], [-0.475, -2.024, -1.880], [-0.420, -0.368, -2.532], [0.900, -0.948, -1.506], [-1.378, -1.074, 1.625]],
  "nbo_charge": [-0.6915, 0.0188, -0.2220, -0.6255, -0.3728, 0.3174, -0.5790, 0.2252, 0.2379, 0.2294, 0.3168, 0.2244, 0.2224, 0.2183, 0.2154, 0.2648],
  "molar_mass_g_mol": 95.1,
  "relative_energy_kcal_mol": 154.54,
  "homo_lumo_gap_ev": [7.71, 8.16],
  "charge": 0,
  "homo_energy_ev": [-7.91, -8.32]
}

Please write out number 1 again, unchanged.
{
  "formula": "C6H9N",
  "method": "wB97M-V/def2-TZVPD",
  "elements": ["C", "C", "C", "C", "C", "C", "N", "H", "H", "H", "H", "H", "H", "H", "H", "H"],
  "coordinates": [[1.509, 1.139, 0.012], [2.267, -1.283, 0.311], [-0.851, 0.140, -0.058], [0.185, 1.332, -0.185], [-0.692, -0.478, 1.309], [-0.743, -0.804, -1.182], [2.012, -0.123, 0.288], [2.235, 1.928, -0.164], [-0.254, 2.353, -0.310], [-1.774, 0.728, -0.154], [-0.778, -1.565, 1.140], [0.283, -0.193, 1.603], [-1.400, 0.015, 2.074], [0.241, -1.382, -1.096], [-1.502, -1.638, -1.414], [-0.737, -0.168, -2.175]],
  "nbo_charge": [-0.0943, 0.3206, -0.2790, -0.1203, -0.6073, -0.6226, -0.5612, 0.2268, 0.2220, 0.2049, 0.2198, 0.2161, 0.2157, 0.2175, 0.2300, 0.2114],
  "molar_mass_g_mol": 95.1,
  "relative_energy_kcal_mol": 68.84,
  "homo_lumo_gap_ev": 10.47,
  "charge": 0,
  "homo_energy_ev": -9.86
}